# 1
{
  "formula": "C10H27NO11S3",
  "method": "the ωB97M-V functional and the def2-TZVPD basis",
  "symbols": ["C", "N", "O", "O", "H", "H", "H", "O", "S", "O", "O", "C", "C", "C", "H", "H", "H", "H", "H", "H", "H", "H", "O", "S", "O", "O", "C", "C", "C", "H", "H", "H", "H", "H", "H", "H", "H", "O", "S", "O", "O", "C", "C", "C", "H", "H", "H", "H", "H", "H", "H", "H"],
  "coordinates": [[-0.102434, 0.528917, -0.543359], [-1.091882, 0.647352, 0.551215], [-1.312942, 1.776117, 0.936200], [-1.440474, -0.363205, 1.108093], [0.885550, 0.450050, -0.099709], [-0.216403, 1.381345, -1.205154], [-0.243450, -0.374880, -1.133665], [0.802729, -2.824095, -0.813251], [1.090049, -3.067113, 0.561465], [2.279210, -3.752915, 0.993071], [1.041502, -1.626924, 1.364358], [1.396876, -1.749699, 2.759116], [1.561048, -0.290328, 3.228611], [-0.363961, -3.843972, 1.325667], [2.369530, -2.234150, 2.828324], [0.735901, -2.279291, 3.444791], [2.017465, 0.412146, 2.536192], [2.076034, -0.311683, 4.191809], [0.598566, 0.162436, 3.485212], [-0.072528, -4.415420, 2.203840], [-0.924372, -4.515755, 0.684116], [-0.891381, -2.932639, 1.605078], [-6.150758, 3.098975, 1.348814], [-6.559404, 4.096228, 0.388162], [-7.205479, 5.292006, 0.840794], [-5.251542, 4.509208, -0.513004], [-4.190358, 3.565463, -0.543599], [-2.910138, 4.154309, -1.131616], [-7.563760, 3.392655, -0.953459], [-4.490753, 2.830713, -1.299895], [-3.897626, 3.065330, 0.375895], [-3.023446, 4.569221, -2.143555], [-2.146893, 3.390854, -1.280682], [-2.426243, 5.035861, -0.702589], [-7.962864, 4.237256, -1.506367], [-8.315105, 2.803610, -0.432640], [-6.957502, 2.776145, -1.611111], [6.535701, -2.062626, 0.438146], [5.703572, -1.322068, -0.481998], [6.312121, -0.591803, -1.574698], [4.551672, -2.229645, -1.077536], [4.649631, -2.684902, -2.447540], [3.384995, -3.420236, -2.880087], [4.678988, -0.044516, 0.417111], [5.488083, -3.373651, -2.558888], [4.818641, -1.845236, -3.116606], [3.069932, -4.299361, -2.329723], [3.472318, -3.662231, -3.940822], [2.636624, -2.623080, -2.874824], [4.715415, -0.310681, 1.467252], [3.725982, -0.055854, -0.105343], [5.113563, 0.931759, 0.218389]],
  "forces_ev_per_angstrom": [[-0.1, -0.3, -1.2], [1.3, 0.1, 0.4], [-0.5, 0.2, -0.1], [-0.7, -0.4, 0.0], [-0.1, 0.3, 0.2], [0.2, 0.2, 0.3], [-0.3, -0.1, 0.4], [0.2, 0.5, 0.0], [-0.4, -0.7, 1.6], [-0.5, 0.3, -0.6], [-0.2, -1.9, -0.7], [1.7, 2.0, 0.2], [-1.0, -0.3, 1.0], [0.6, 0.6, 0.2], [0.0, -0.1, -0.2], [-0.6, -0.1, -0.6], [0.4, -0.4, -0.2], [0.4, 0.1, -0.2], [-0.2, -0.2, -0.2], [0.2, 0.2, 0.1], [0.1, 0.3, -0.4], [-0.7, -0.4, 0.0], [-0.4, 0.5, -0.8], [0.5, -0.3, -0.6], [0.5, -0.4, -0.4], [-0.8, 0.5, 1.6], [1.5, -0.5, -1.6], [0.4, 1.3, -1.4], [0.5, 0.2, 1.0], [0.0, -0.4, 0.4], [-0.8, 0.3, 0.4], [-0.7, -0.4, -0.1], [-0.1, -0.2, 0.5], [-0.3, -0.4, 1.1], [-0.2, 0.0, 0.1], [-0.2, 0.0, -0.3], [0.1, -0.1, 0.2], [-1.0, 0.5, -0.8], [0.4, 1.8, 0.2], [-0.1, -0.7, 0.4], [-0.2, -0.2, 0.2], [0.4, -1.3, -0.7], [-0.2, 1.6, -0.3], [0.8, -1.2, -1.0], [0.3, 0.2, 0.3], [0.0, 0.2, 0.2], [0.2, 0.1, 0.3], [0.3, -0.2, 0.1], [-0.6, -0.5, 0.3], [-0.5, 0.1, 0.0], [-0.3, -0.2, 0.5], [0.4, -0.2, 0.1]],
  "nbo_charge": [-0.49, 0.54, -0.38, -0.37, 0.24, 0.22, 0.24, -0.92, 2.36, -0.92, -0.72, -0.09, -0.63, -0.89, 0.21, 0.19, 0.22, 0.22, 0.22, 0.25, 0.26, 0.26, -0.92, 2.35, -0.91, -0.71, -0.09, -0.63, -0.86, 0.16, 0.22, 0.21, 0.22, 0.22, 0.25, 0.25, 0.24, -0.91, 2.34, -0.95, -0.72, -0.07, -0.62, -0.84, 0.18, 0.20, 0.23, 0.22, 0.21, 0.24, 0.24, 0.25],
  "e_homo_ev": -10.96,
  "max_force_ev_per_a": 2.6,
  "smiles": "CCOS(C)(=O)=O.CCOS(C)(=O)=O.CCOS(C)(=O)=O.C[N+](=O)[O-]",
  "spin_multiplicity": 1,
  "orbital_gap_ev": 10.94
}

---

# 2
{
  "formula": "C6H12BNO6",
  "method": "the ωB97M-V functional and the def2-TZVPD basis",
  "symbols": ["C", "C", "O", "O", "C", "C", "N", "C", "B", "O", "O", "C", "O", "O", "H", "H", "H", "H", "H", "H", "H", "H", "H", "H", "H", "H"],
  "coordinates": [[-2.215834, -1.797951, -0.210709], [-0.999728, -2.109396, -1.023255], [-0.988491, -2.021763, -2.239561], [0.113368, -2.571085, -0.375730], [0.482495, -1.890182, 0.812872], [1.302569, -0.662173, 0.504791], [0.454610, 0.498242, 0.218738], [1.263751, 1.662287, -0.272479], [0.530389, 2.201141, -1.600693], [1.062693, 1.973628, -2.845390], [-0.644359, 2.876509, -1.483658], [-0.286971, 0.868311, 1.365137], [-1.500974, 0.943360, 1.379886], [0.466233, 1.131914, 2.452063], [-3.072666, -1.795357, -0.860910], [-2.365193, -2.499768, 0.600299], [-2.140228, -0.809348, 0.224927], [-0.369872, -1.654245, 1.440366], [1.095434, -2.570356, 1.389096], [1.925139, -0.885535, -0.349387], [1.964954, -0.482288, 1.352606], [2.278115, 1.347063, -0.468376], [1.319329, 2.445118, 0.480479], [1.157178, 1.029938, -2.984625], [-0.763332, 3.132108, -0.572204], [-0.068608, 1.639824, 3.065720]],
  "forces_ev_per_angstrom": [[0.1, 0.1, 0.2], [-0.1, 0.1, -2.0], [0.2, -0.3, 1.7], [-0.4, 0.3, -0.2], [0.3, -0.3, 0.2], [-0.1, -0.1, 0.5], [0.5, -0.1, 0.2], [-0.7, 0.2, -0.6], [0.3, -0.2, 0.3], [-0.7, 0.0, 0.0], [0.5, 0.2, -0.4], [-1.6, 0.0, -0.2], [1.3, 0.3, 0.2], [0.4, 0.1, -0.4], [-0.2, -0.1, -0.3], [0.0, -0.2, 0.1], [0.1, 0.2, 0.0], [-0.3, 0.1, 0.1], [0.2, -0.3, 0.0], [0.1, 0.1, -0.4], [0.2, 0.2, 0.1], [0.3, -0.2, 0.0], [0.1, 0.1, 0.3], [0.4, -0.2, -0.2], [-0.5, 0.1, 0.4], [-0.4, -0.1, 0.4]],
  "nbo_charge": [-0.76, 0.80, -0.57, -0.52, -0.08, -0.25, -0.51, -0.58, 1.13, -0.90, -0.85, 0.90, -0.58, -0.69, 0.25, 0.22, 0.27, 0.18, 0.20, 0.22, 0.19, 0.22, 0.21, 0.50, 0.48, 0.51],
  "e_homo_ev": -9.79,
  "max_force_ev_per_a": 2.0,
  "smiles": "CC(=O)OCCN(CB(O)O)C(=O)O",
  "spin_multiplicity": 1,
  "orbital_gap_ev": 10.00
}

---

# 3
{
  "formula": "C22H24N6O",
  "method": "the ωB97M-V functional and the def2-TZVPD basis",
  "symbols": ["C", "C", "C", "C", "C", "C", "H", "C", "N", "N", "C", "C", "C", "C", "C", "C", "H", "C", "N", "C", "N", "N", "H", "H", "H", "H", "H", "H", "O", "C", "H", "C", "N", "C", "C", "C", "C", "C", "H", "H", "H", "H", "H", "H", "H", "H", "H", "H", "H", "H", "H", "H", "H"],
  "coordinates": [[0.276445, 4.911781, 1.474309], [-0.593537, 4.164318, 2.241372], [-1.030483, 2.912707, 1.799472], [-0.561624, 2.421830, 0.587951], [0.328443, 3.174517, -0.176169], [0.738864, 4.428438, 0.263278], [1.418451, 5.002774, -0.345454], [0.823063, 2.646383, -1.439291], [1.062352, 3.421490, -2.474506], [1.494938, 2.647090, -3.479706], [1.559063, 1.342436, -3.121884], [1.959822, 0.203475, -3.816799], [1.947165, -0.989140, -3.137483], [1.560428, -1.065501, -1.782292], [1.152465, 0.069027, -1.096266], [1.129121, 1.283789, -1.771304], [0.886036, -0.012851, -0.055598], [1.597871, -2.321276, -1.064044], [1.284646, -2.487861, 0.211543], [1.481565, -3.798902, 0.430309], [1.893146, -4.462463, -0.623550], [1.966963, -3.521989, -1.573776], [2.264774, -3.767929, -2.503549], [1.322428, -4.264309, 1.381356], [2.255735, -1.884887, -3.655595], [2.275761, 0.260298, -4.847160], [1.715437, 3.063810, -4.369172], [-0.894533, 1.471649, 0.203459], [-1.916862, 2.282241, 2.617604], [-2.452731, 1.032303, 2.239308], [-3.343868, 0.903274, 2.858576], [-1.487361, -0.128537, 2.516767], [-2.087809, -1.401364, 2.167232], [-1.475340, -2.508130, 2.885791], [-2.256608, -3.793801, 2.633222], [-2.280195, -4.110783, 1.142816], [-2.842280, -2.907397, 0.396480], [-2.030795, -1.661749, 0.736393], [-2.448738, -0.805283, 0.202880], [-0.986379, -1.801826, 0.406224], [-3.879400, -2.745144, 0.695111], [-2.814912, -3.075991, -0.681989], [-2.886927, -4.997900, 0.950929], [-1.264610, -4.312771, 0.794247], [-3.278949, -3.658612, 2.990298], [-1.800536, -4.612206, 3.193289], [-1.493158, -2.275059, 3.953677], [-0.424599, -2.646506, 2.577226], [-0.531534, 0.037630, 1.991035], [-1.273387, -0.124051, 3.588522], [-2.767218, 1.051766, 1.190436], [-0.963609, 4.528846, 3.186475], [0.596872, 5.881626, 1.824793]],
  "forces_ev_per_angstrom": [[-0.1, 0.0, 0.0], [-0.1, -0.2, 0.0], [0.1, 0.3, 0.1], [-0.1, -0.1, 0.0], [-0.1, 0.5, 0.4], [0.0, -0.2, -0.1], [0.1, 0.1, 0.0], [0.2, -0.2, -0.6], [-0.3, 0.5, 0.3], [0.1, -0.2, -0.1], [-0.2, -0.1, 0.6], [0.1, -0.1, -0.1], [0.0, 0.1, 0.1], [-0.1, 0.6, -0.1], [0.1, -0.3, -0.2], [0.2, 0.2, -0.7], [0.0, 0.0, 0.1], [0.1, -0.7, 0.3], [0.0, 0.6, -0.2], [0.2, -0.1, -0.4], [0.1, -0.9, 0.1], [-0.2, 0.6, 0.2], [0.0, 0.0, 0.1], [0.0, -0.2, 0.2], [0.0, -0.1, -0.1], [0.0, 0.0, -0.1], [0.0, 0.0, 0.2], [-0.1, -0.1, 0.0], [0.2, 0.3, 0.0], [-0.1, -0.5, 0.0], [0.1, 0.0, -0.1], [-0.1, 0.3, 0.0], [0.0, 0.1, 0.1], [-0.2, -0.2, 0.2], [0.3, 0.0, -0.1], [-0.3, 0.1, 0.1], [0.3, 0.0, -0.1], [-0.2, 0.0, -0.3], [0.0, 0.0, 0.0], [-0.1, 0.1, 0.0], [-0.1, 0.0, 0.0], [0.0, 0.0, 0.0], [0.1, 0.0, 0.0], [0.0, -0.1, 0.0], [0.0, 0.0, 0.1], [0.0, 0.0, 0.1], [0.1, 0.0, 0.0], [0.0, 0.0, 0.0], [0.0, 0.0, 0.1], [0.0, 0.0, -0.1], [0.0, 0.0, 0.1], [0.0, 0.0, 0.1], [0.0, 0.1, 0.0]],
  "nbo_charge": [-0.19, -0.26, 0.31, -0.26, -0.06, -0.21, 0.22, 0.13, -0.21, -0.35, 0.13, -0.24, -0.17, -0.13, -0.14, -0.07, 0.24, 0.35, -0.50, 0.13, -0.28, -0.35, 0.41, 0.20, 0.20, 0.22, 0.41, 0.21, -0.49, -0.07, 0.20, -0.24, -0.45, -0.21, -0.40, -0.40, -0.40, -0.24, 0.19, 0.19, 0.20, 0.21, 0.21, 0.20, 0.20, 0.21, 0.20, 0.17, 0.17, 0.20, 0.17, 0.22, 0.21],
  "e_homo_ev": -8.11,
  "max_force_ev_per_a": 0.9,
  "smiles": "c1cc(OCCN2CCCCC2)cc(-c2n[nH]c3ccc(-c4ncn[nH]4)cc23)c1",
  "spin_multiplicity": 1,
  "orbital_gap_ev": 8.48
}

---

# 4
{
  "formula": "C3H6N2O2",
  "method": "the ωB97M-V functional and the def2-TZVPD basis",
  "symbols": ["O", "C", "N", "C", "N", "O", "C", "H", "H", "H", "H", "H", "H"],
  "coordinates": [[-1.832289, -1.201327, 1.168850], [-1.127700, -0.295627, 0.766412], [-0.357813, -0.644231, -0.385753], [0.751604, 0.028244, -0.925439], [1.692127, -0.805925, -1.470540], [0.915555, 1.227810, -0.823183], [-0.983446, 1.030511, 1.358987], [-0.380941, -1.636029, -0.601839], [1.398294, -1.741824, -1.710352], [2.473764, -0.406802, -1.979388], [-1.538137, 1.869702, 0.927919], [0.019978, 1.456968, 1.229701], [-1.030997, 1.118533, 2.444626]],
  "forces_ev_per_angstrom": [[0.1, 0.9, 0.3], [-0.2, -2.2, -1.0], [0.6, 0.4, -0.2], [0.2, 0.8, 0.7], [-0.3, -0.4, -0.3], [0.0, -0.3, -0.2], [1.6, 2.6, 0.9], [-0.4, 0.2, 0.4], [0.4, 0.1, -0.1], [-0.5, 0.0, 0.2], [-0.6, -0.6, -0.2], [0.1, -0.6, -0.5], [-0.9, -0.8, 0.0]],
  "nbo_charge": [-0.57, 0.70, -0.67, 0.78, -0.83, -0.63, -0.76, 0.40, 0.38, 0.41, 0.26, 0.27, 0.25],
  "e_homo_ev": -10.27,
  "max_force_ev_per_a": 3.2,
  "smiles": "CC(=O)NC(N)=O",
  "spin_multiplicity": 1,
  "orbital_gap_ev": 10.89
}

---

# 5
{
  "formula": "C4H8N4O",
  "method": "the ωB97M-V functional and the def2-TZVPD basis",
  "symbols": ["C", "C", "C", "N", "N", "N", "C", "N", "O", "H", "H", "H", "H", "H", "H", "H", "H"],
  "coordinates": [[-0.903176, 0.976643, -0.914786], [-0.041606, -0.424403, 0.597267], [1.241056, -0.100394, -0.101633], [-1.833408, 0.051828, -1.320756], [-0.369630, 0.378283, 1.695110], [2.273088, -0.763082, 0.480246], [0.803691, 0.700499, -1.073641], [-0.413903, -1.636051, 0.312319], [-1.239694, 2.125985, -0.719301], [-1.654649, -0.945547, -1.280755], [-2.792747, 0.372581, -1.411561], [0.491768, 0.617985, 2.191695], [-0.675796, 1.304103, 1.388475], [1.947728, -1.663395, 0.847637], [3.258417, -0.691293, 0.281782], [-1.350998, -1.802610, 0.660267], [1.259859, 1.498867, -1.632365]],
  "forces_ev_per_angstrom": [[1.7, 0.7, -2.5], [2.5, -4.4, 0.9], [-1.5, 0.0, -0.1], [0.2, -0.1, -0.1], [-0.9, 1.1, 0.7], [0.4, -0.3, 0.4], [-2.3, 0.7, 0.5], [-0.6, 2.0, 0.1], [0.1, 0.1, 0.4], [0.1, 0.5, -0.2], [0.4, 0.0, 0.1], [0.0, -0.4, -0.1], [-0.3, -0.2, 0.0], [0.5, 0.6, -0.2], [-0.3, 0.2, -0.4], [-0.2, -0.3, 0.9], [0.2, -0.1, -0.4]],
  "nbo_charge": [0.64, 0.44, 0.12, -0.84, -0.87, -0.81, -0.35, -0.68, -0.63, 0.41, 0.40, 0.38, 0.40, 0.41, 0.40, 0.34, 0.23],
  "e_homo_ev": -8.72,
  "max_force_ev_per_a": 5.2,
  "smiles": "[H]/N=C(N)/C(N)=C\\C(N)=O",
  "spin_multiplicity": 1,
  "orbital_gap_ev": 9.13
}

---

# 6
{
  "formula": "C5H14N2O",
  "method": "the ωB97M-V functional and the def2-TZVPD basis",
  "symbols": ["C", "C", "C", "N", "C", "C", "N", "H", "H", "H", "H", "H", "H", "H", "H", "H", "H", "H", "H", "H", "H", "O"],
  "coordinates": [[1.362515, -0.602068, -0.925264], [1.855184, 0.489035, -0.048118], [0.958524, 1.738570, 0.233550], [-2.429457, 0.580501, 1.469600], [-1.018811, 0.579605, 1.196316], [-0.543148, 1.539078, 0.412888], [0.741754, -0.075545, -2.191357], [0.740931, -1.416095, -0.556120], [2.307852, -1.081129, -1.228865], [2.841108, 0.919968, -0.252927], [1.783844, 0.036920, 0.951744], [1.410968, 2.318351, 1.037585], [1.015981, 2.271095, -0.725604], [-2.658540, 1.497969, 1.831632], [-2.693382, -0.061620, 2.206545], [-0.450871, -0.211846, 1.656542], [-1.114128, 2.305148, -0.088719], [0.570914, -0.847150, -2.823874], [-0.134096, 0.373990, -1.956127], [-0.551399, -2.305910, 0.125787], [-0.254115, -3.840395, 0.393104], [-0.789374, -3.203539, -0.094899]],
  "forces_ev_per_angstrom": [[0.6, 0.1, -3.2], [-1.7, 1.0, 3.3], [-0.5, -0.4, -2.5], [0.5, -0.1, 0.6], [-2.0, 0.7, -0.3], [2.3, -0.5, 0.6], [0.8, -0.1, 0.8], [0.1, 0.5, 0.8], [-0.4, -0.3, -0.1], [-0.1, -0.7, -0.1], [1.2, -0.2, 0.1], [0.0, 0.1, -0.1], [0.3, 0.6, 0.4], [-0.3, 0.0, -0.3], [0.1, -0.2, -0.2], [0.4, 0.0, 0.0], [-0.7, -0.1, 0.3], [-0.2, 0.1, 0.0], [-0.2, -0.1, -0.1], [0.2, 0.0, 0.4], [0.1, 0.5, 0.1], [-0.5, -0.7, -0.4]],
  "nbo_charge": [-0.23, -0.41, -0.43, -0.82, -0.03, -0.27, -0.85, 0.16, 0.20, 0.22, 0.19, 0.21, 0.20, 0.37, 0.36, 0.18, 0.21, 0.36, 0.36, 0.47, 0.47, -0.94],
  "e_homo_ev": -8.52,
  "max_force_ev_per_a": 3.8,
  "smiles": "N/C=C/CCCN.O",
  "spin_multiplicity": 1,
  "orbital_gap_ev": 9.27
}

---

What is the formula in the second record?
C6H12BNO6